Record 1
Below is a cluster of 2 separate species, C2H8NO2 in total, with properties calculated with ωB97M-V/def2-TZVPD.

Calculated values
HOMO energy (eV): -3.111
Energy above the lowest of the compared OMol25 structures with the same formula, charge and spin (eV): 0.170
Largest force on an atom (eV/A): 0.78
E_LUMO (eV): 4.631
Total charge: -1
Spin multiplicity: 1
Energy (eV): -7789.0144

Cartesian coordinates (Å):
1 C 0.726 -0.586 0.320
2 O 0.373 0.657 -0.092
3 C -0.150 -1.069 1.505
4 N -1.584 -0.961 1.180
5 H 0.563 -1.375 -0.459
6 H 1.782 -0.624 0.691
7 H 0.087 -2.100 1.797
8 H 0.059 -0.438 2.363
9 H -1.638 0.012 0.861
10 H -1.665 -1.459 0.278
11 H 0.823 2.638 -2.084
12 H 0.215 1.297 -1.696
13 O 0.561 1.803 -2.486

Record 2
Below is a cluster of 2 separate species, C2H8NO2 in total, with properties calculated with ωB97M-V/def2-TZVPD.

Calculated values
HOMO energy (eV): -2.721
Energy above the lowest of the compared OMol25 structures with the same formula, charge and spin (eV): 0.462
Largest force on an atom (eV/A): 0.44
E_LUMO (eV): 4.400
Total charge: -1
Spin multiplicity: 1
Energy (eV): -7788.7230

Cartesian coordinates (Å):
1 C 0.503 1.299 -0.711
2 N -0.382 0.315 -0.065
3 C -0.143 -1.055 -0.729
4 O -0.511 -1.089 -1.991
5 H 0.323 1.328 -1.782
6 H 0.381 2.305 -0.276
7 H 1.541 0.975 -0.557
8 H -1.300 0.515 -0.456
9 H 0.944 -1.239 -0.530
10 H -0.673 -1.754 -0.031
11 H -0.060 -0.157 1.678
12 H -0.723 -0.939 2.843
13 O 0.100 -0.504 2.607

Record 3
Below is a structure of composition C2H8NO2 at a distorted geometry, with properties calculated with ωB97M-V/def2-TZVPD.

Calculated values
HOMO energy (spin up / spin down) (eV): -9.566 / -9.564
Energy above the lowest of the compared OMol25 structures with the same formula, charge and spin (eV): 3.769
Largest force on an atom (eV/A): 5.25
E_LUMO (spin up / spin down) (eV): 0.307 / -3.453
Spin multiplicity: 2
Energy (eV): -7782.7146

Cartesian coordinates (Å):
1 C -0.150 -0.380 -0.121
2 O -0.862 0.220 -1.177
3 C 1.217 0.376 0.127
4 N 2.587 -0.395 0.366
5 H -0.761 -0.323 0.782
6 H 0.076 -1.427 -0.345
7 H 1.355 0.848 -0.852
8 H 1.036 1.186 0.824
9 H 2.483 -1.240 -0.200
10 H 1.647 -0.457 1.043
11 H -1.768 0.359 -0.820
12 H -3.827 0.900 0.183
13 O -3.031 0.334 0.188

Record 4
Below is a cluster of 2 separate species, C2H8NO2 in total at a distorted geometry, with properties calculated with ωB97M-V/def2-TZVPD.

Calculated values
HOMO energy (eV): -15.575
Energy above the lowest of the compared OMol25 structures with the same formula, charge and spin (eV): 0.810
Largest force on an atom (eV/A): 1.97
E_LUMO (eV): -3.402
Total charge: +1
Spin multiplicity: 1
Energy (eV): -7782.1491

Cartesian coordinates (Å):
1 C 2.281 0.133 -0.292
2 N 1.157 -0.340 0.624
3 H 2.564 1.122 0.074
4 H 3.084 -0.582 -0.206
5 H 1.792 0.345 -1.239
6 H 0.226 0.037 0.313
7 H 1.257 -0.070 1.597
8 H 1.040 -1.347 0.544
9 O -1.439 -0.318 0.060
10 C -2.498 0.264 0.069
11 O -3.527 -0.110 -0.689
12 H -2.696 1.093 0.753
13 H -3.240 -0.226 -1.608